Computed, not measured: a 14-piece molecular cluster, C26H83N3O21 overall at a distorted geometry, with ωB97M-V/def2-TZVPD.

Frontier orbital gap: 8.5761 eV
DFT total energy: -2784.54499 a.u.
LUMO energy: -0.4 eV
Net charge: 0
Molecular weight: 774.0 Da

Last column: Mulliken charge in e.
Atoms and positions in Å:
C (-21.894, -25.007, 8.633)  -2.041
C (-21.099, -23.938, 7.876)  0.449
C (-20.525, -22.880, 8.793)  0.036
O (-21.482, -22.340, 9.668)  -0.484
C (-22.296, -21.382, 9.063)  -0.575
N (-20.018, -24.485, 7.038)  0.304
H (-22.887, -24.607, 8.867)  0.399
H (-21.394, -25.341, 9.546)  0.362
H (-22.080, -25.903, 8.039)  0.396
H (-21.792, -23.476, 7.161)  0.397
H (-19.980, -22.111, 8.229)  -0.001
H (-19.771, -23.325, 9.456)  -0.011
H (-22.939, -21.767, 8.267)  0.271
H (-21.689, -20.555, 8.666)  0.242
H (-22.908, -20.938, 9.848)  0.296
H (-19.339, -25.058, 7.532)  -0.268
H (-20.397, -25.034, 6.271)  0.064
C (-18.822, -30.188, 5.836)  -1.613
C (-18.703, -28.740, 5.428)  -0.037
C (-19.306, -27.774, 6.452)  0.481
O (-20.681, -28.074, 6.698)  -0.289
C (-21.048, -28.033, 8.058)  -1.002
N (-17.261, -28.436, 5.163)  -0.273
H (-19.844, -30.445, 6.102)  0.357
H (-18.182, -30.360, 6.713)  0.367
H (-18.430, -30.834, 5.054)  0.395
H (-19.214, -28.579, 4.466)  0.254
H (-19.171, -26.723, 6.164)  -0.386
H (-18.740, -27.864, 7.400)  0.293
H (-22.125, -28.190, 8.121)  0.350
H (-20.851, -27.048, 8.522)  0.358
H (-20.504, -28.756, 8.683)  0.360
H (-17.136, -27.436, 5.019)  -0.119
H (-16.721, -28.677, 5.992)  0.379
C (-18.933, -23.912, 3.410)  -1.438
C (-17.600, -24.557, 3.741)  0.504
C (-16.442, -23.770, 3.143)  -0.966
O (-16.641, -22.399, 3.351)  0.671
C (-15.869, -21.581, 2.476)  -1.534
N (-17.441, -24.793, 5.215)  0.844
H (-19.763, -24.521, 3.766)  0.427
H (-19.064, -23.745, 2.339)  0.294
H (-18.981, -22.940, 3.902)  -0.040
H (-17.576, -25.537, 3.235)  0.275
H (-16.544, -23.961, 2.057)  0.011
H (-15.479, -24.187, 3.466)  0.469
H (-16.133, -20.552, 2.730)  0.322
H (-16.195, -21.718, 1.437)  0.518
H (-14.802, -21.736, 2.643)  0.473
H (-18.276, -24.488, 5.710)  -0.337
H (-16.714, -24.160, 5.562)  0.117
C (-11.092, -22.040, 5.386)  -0.655
C (-12.520, -22.262, 4.971)  0.196
O (-13.301, -22.610, 6.145)  -0.612
O (-10.573, -23.253, 5.921)  -0.531
H (-11.061, -21.258, 6.155)  0.260
H (-10.475, -21.700, 4.544)  0.426
H (-12.601, -23.117, 4.294)  0.090
H (-12.942, -21.351, 4.557)  0.091
H (-12.917, -23.427, 6.495)  0.283
H (-9.617, -23.228, 5.848)  0.301
C (-14.574, -18.619, 0.803)  0.339
C (-15.205, -17.326, 0.435)  -0.851
O (-14.251, -16.389, 0.108)  -0.544
O (-13.765, -18.394, 1.925)  -0.420
H (-13.920, -18.870, -0.046)  0.280
H (-15.324, -19.407, 0.936)  -0.003
H (-15.879, -16.988, 1.240)  0.314
H (-15.898, -17.474, -0.394)  0.365
H (-13.691, -16.284, 0.887)  0.342
H (-13.188, -19.155, 2.057)  0.258
C (-15.820, -18.307, 6.441)  -0.273
C (-14.563, -18.745, 5.740)  0.370
O (-13.670, -17.642, 5.526)  -0.593
O (-15.455, -17.834, 7.729)  -0.591
H (-16.476, -19.165, 6.596)  0.052
H (-16.388, -17.575, 5.862)  0.275
H (-14.790, -19.220, 4.785)  -0.046
H (-14.092, -19.475, 6.410)  0.129
H (-13.304, -17.430, 6.392)  0.334
H (-15.197, -16.911, 7.626)  0.343
C (-13.516, -27.647, 3.566)  -0.625
C (-14.016, -28.715, 4.505)  -0.128
O (-13.746, -28.511, 5.883)  -0.620
O (-14.527, -26.700, 3.118)  -0.392
H (-13.140, -28.171, 2.666)  0.315
H (-12.661, -27.165, 4.034)  0.351
H (-13.508, -29.654, 4.260)  0.356
H (-15.081, -28.958, 4.367)  0.147
H (-14.227, -27.741, 6.233)  0.248
H (-15.242, -27.209, 2.722)  0.228
C (-15.248, -25.735, 7.909)  -0.048
C (-16.176, -25.520, 9.042)  -0.720
O (-17.129, -24.531, 8.670)  -0.287
O (-15.837, -26.490, 6.860)  -0.042
H (-14.391, -26.307, 8.283)  0.423
H (-14.844, -24.785, 7.541)  -0.120
H (-15.604, -25.192, 9.922)  0.490
H (-16.686, -26.445, 9.336)  0.285
H (-17.590, -24.229, 9.458)  0.162
H (-16.500, -25.896, 6.432)  -0.113
C (-19.226, -20.187, 4.427)  -0.283
C (-19.640, -20.928, 5.674)  -0.047
O (-20.950, -21.448, 5.518)  -0.708
O (-18.638, -18.935, 4.732)  -0.437
H (-20.057, -20.111, 3.708)  0.456
H (-18.574, -20.834, 3.804)  -0.279
H (-19.598, -20.220, 6.517)  0.465
H (-18.900, -21.688, 5.951)  0.170
H (-20.974, -22.336, 5.896)  0.339
H (-18.801, -18.339, 3.998)  0.283
C (-20.031, -26.276, -0.121)  -0.448
C (-18.534, -26.336, -0.250)  -0.101
O (-18.150, -25.803, -1.507)  -0.572
O (-20.455, -24.969, 0.115)  -0.506
H (-20.353, -26.941, 0.688)  0.303
H (-20.525, -26.690, -1.009)  0.320
H (-18.145, -27.349, -0.091)  0.336
H (-18.117, -25.702, 0.548)  -0.099
H (-17.413, -25.166, -1.383)  0.507
H (-19.825, -24.435, -0.389)  0.337
O (-22.020, -26.139, 5.159)  -0.602
H (-21.979, -27.049, 5.494)  0.300
H (-22.895, -25.817, 5.412)  0.273
O (-16.084, -22.135, 6.144)  -0.532
H (-16.278, -22.046, 5.185)  0.197
H (-15.120, -22.331, 6.200)  0.280
O (-12.376, -20.970, 1.696)  -0.553
H (-12.211, -21.916, 1.805)  0.268
H (-11.852, -20.715, 0.924)  0.237
O (-16.115, -23.943, -1.179)  -0.677
H (-15.401, -23.939, -0.527)  0.306
H (-15.678, -24.098, -2.029)  0.308